1.
Molecular formula: C54H43N3O16S
Method: DFT, ωB97M-V with the def2-TZVPD basis set

## Properties
SMILES   CNCN(Cc1ccc(C)cc1)C(=O)ON=C=S.O=C1C=CC(=O)C=C1.O=C1C=CC(=O)C=C1.O=C1C=CC(=O)C=C1.O=C1C=CC(=O)C=C1.O=C1C=CC(=O)C=C1.O=C1C=CC(=O)C=C1.O=C1C=CC(=O)C=C1
Net charge   0
Kohn-Sham gap   6.65 eV
Max |F|   2.30 eV/Å

Last column: Löwdin charge in e.
Element x y z (Å)
C1 -6.05193 0.34260 3.72754  0.013
C2 10.33490 4.68548 -10.42354  0.018
H1 -2.89445 0.23322 6.70668  0.117
C3 3.48664 0.37110 -1.95718  -0.051
C4 8.43605 3.19004 -10.01088  -0.382
C5 -1.94724 0.53945 4.83880  0.027
H2 -2.82159 0.90129 4.31402  0.094
H3 -5.08620 4.65178 1.85620  0.088
C6 1.17209 -4.51822 -5.05923  0.026
C7 -1.98643 0.18160 6.12029  0.030
N1 -3.14218 1.02341 -1.18552  0.054
O1 -3.13409 -0.37592 -1.30706  -0.051
C8 8.78015 3.15837 -8.57088  0.021
C9 1.08680 -0.49837 -1.94701  -0.149
C10 -5.96340 -0.45034 4.97260  -0.374
H4 10.97303 5.28700 -11.05860  0.121
H5 -0.83154 -3.38717 10.56247  0.122
H6 -0.32366 0.69877 -0.75708  0.091
H7 0.03763 -3.62193 -0.01177  0.113
C11 1.86024 -5.31990 -5.86873  0.026
O2 -0.63016 -4.27164 -3.57495  0.096
O3 2.09802 -7.46769 -6.79905  0.106
O4 -1.34246 -4.34699 12.91810  0.100
C12 0.14488 -1.63415 -2.44268  -0.146
H8 -7.31348 1.32062 2.32700  0.086
C13 1.47205 -6.73652 -6.05942  -0.386
H9 0.33978 -1.21966 1.77848  0.064
H10 -9.34938 6.69823 0.16594  0.124
S1 -3.79034 1.99772 1.38223  0.807
C14 -5.98955 6.40420 1.08523  0.029
H11 1.44159 -3.48009 -4.90807  0.105
H12 6.17461 -3.38173 -5.92576  0.124
C15 2.49596 -0.59088 -2.38152  -0.029
C16 -7.22674 7.04340 0.57955  -0.385
H13 3.76143 3.48190 -0.46374  0.079
C17 -0.69321 0.46067 4.05698  -0.383
C18 -1.12528 -1.92112 -0.32137  -0.206
C19 -8.40610 -0.39664 5.17526  0.023
C20 -7.22761 0.73763 3.23946  0.025
C21 0.51700 -0.03335 4.75427  0.022
H14 1.35261 -0.75390 6.56196  0.123
C22 -0.77762 -0.31188 6.81698  -0.361
C23 0.47825 -0.39139 6.03590  0.027
O5 -9.56792 0.75780 3.48690  0.112
H15 9.02707 4.01925 -11.95038  0.121
O6 3.89215 -2.41749 -5.15145  0.085
C24 -8.44469 4.94562 0.93714  0.030
C25 -0.00805 -5.00832 -4.31408  -0.372
H16 4.75295 2.14358 0.34907  0.081
C26 10.67939 4.65394 -8.98289  -0.390
C27 3.13094 1.47674 -1.06531  -0.259
O7 -1.96361 -0.04721 -3.19813  0.126
H17 10.08863 3.82506 -7.04461  0.123
C28 -8.45417 6.21568 0.53726  0.026
H18 3.70424 0.16359 -5.31972  0.123
H19 -1.26448 -6.76428 -3.94968  0.121
H20 -0.82275 -2.53420 2.12995  0.090
C29 0.28946 -7.22743 -5.31272  0.022
C30 -1.83833 -3.31824 12.50449  -0.391
H21 -5.10217 7.02394 1.10994  0.125
O8 -0.81409 -0.64043 7.98651  0.092
H22 1.41903 2.40753 0.01436  0.106
O9 -4.88889 -0.81235 5.41552  0.088
N2 -1.17255 -1.70949 -1.79492  0.000
C31 5.64716 0.52132 -6.08396  0.032
H23 -9.33168 4.32507 0.91286  0.126
H24 4.53568 0.23551 -2.30537  0.100
C32 4.65424 -0.24670 -5.64000  0.024
C33 9.29350 4.00687 -10.90086  0.018
C34 -2.06908 -1.67382 10.69853  0.026
C35 -0.39791 -6.42427 -4.50278  0.022
O10 -7.20343 3.14789 1.80857  0.064
C36 0.15979 -2.31892 1.60445  -0.132
H25 2.78358 -1.44086 -3.05252  0.091
H26 4.99885 2.55028 -1.40557  0.073
C37 -3.42315 1.30028 -0.00174  -0.625
C38 0.73254 0.61527 -1.09529  -0.008
C39 9.82215 3.83750 -8.09403  0.025
C40 -3.32808 -1.40674 12.87986  0.017
C41 -5.98100 5.13428 1.48485  0.017
H27 0.67784 -2.61533 -2.34642  0.110
O11 7.48719 2.56935 -10.44613  0.104
H28 8.02960 -1.94646 -6.75503  0.125
O12 11.62838 5.27505 -8.54892  0.101
C42 -1.52384 -2.80104 11.15363  0.025
H29 0.02015 -8.26537 -5.46296  0.122
H30 -9.34223 -0.63601 5.66419  0.122
H31 1.42524 -0.08504 4.16653  0.124
N3 0.07461 -2.61753 0.15465  -0.089
C43 -7.23020 -0.78934 5.66010  0.021
H32 8.14353 2.55763 -7.93617  0.087
C44 6.08736 -2.30439 -5.99135  0.027
H33 5.55963 1.59860 -6.14935  0.126
O13 -0.65558 0.78891 2.88762  0.071
C45 -2.78253 -2.53334 13.33358  0.017
O14 -7.23343 8.19986 0.21385  0.113
H34 -0.01926 -1.50421 -3.54833  0.137
O15 7.84243 0.63459 -6.92360  0.095
H35 -1.84994 -1.28267 9.71297  0.084
O16 -3.51010 0.13944 11.11605  0.104
C46 -2.03753 -0.68600 -2.18569  -0.487
C47 4.79854 -1.71819 -5.55902  -0.374
H36 -4.02043 -0.82068 13.47129  0.120
H37 2.72680 -4.97800 -6.42022  0.118
C48 4.23379 2.46925 -0.58978  -0.076
H38 -2.01982 -2.55231 -0.04608  0.141
H39 -5.11473 0.58056 3.24063  0.045
C49 6.93630 -0.06455 -6.51651  -0.367
H40 -1.22151 -0.94856 0.22458  0.110
C50 -7.20828 4.30783 1.44207  -0.354
H41 -7.14469 -1.36976 6.57023  0.121
C51 -8.49569 0.39796 3.92756  -0.374
C52 -3.01297 -0.88944 11.52764  -0.382
C53 7.08005 -1.53633 -6.43524  0.029
C54 1.74553 1.59005 -0.66704  -0.027
H42 1.00225 -2.85414 2.10554  0.086
H43 -3.00081 -2.92556 14.31901  0.120


2.
Molecular formula: C6H15NO9SZn
Method: DFT, ωB97M-V with the def2-TZVPD basis set

## Properties
Net charge   -2
Kohn-Sham gap   2.25 eV
Max |F|   6.53 eV/Å

Last column: Löwdin charge in e.
Element x y z (Å)
H1 4.42395 -4.60625 -7.44591  0.102
S1 5.06991 3.92855 -5.47466  0.034
H2 5.80840 -3.03947 -6.12765  0.125
N1 -0.44296 -0.04509 -3.37326  0.149
C1 -2.74170 0.33942 -2.90020  -0.022
H3 6.75680 -4.00066 -7.33861  0.110
H4 0.62866 1.21320 -12.95362  0.077
O1 4.91781 4.19098 -6.83597  -0.340
O2 1.26558 2.01985 -11.25944  -0.234
C2 5.99571 -3.23597 -7.18330  -0.301
H5 2.58074 1.30181 -14.33097  0.073
H6 4.92126 -4.00840 -8.98829  0.118
H7 -3.50502 0.50272 -3.66096  0.081
O3 -1.04738 2.03484 -3.32294  0.034
C3 4.74840 -3.69995 -7.95722  -0.274
O4 6.45006 4.09416 -5.03873  -0.414
H8 3.03463 2.80384 -13.80999  0.076
H9 -0.63015 -1.02682 -3.22753  0.095
H10 7.26000 -1.88104 -7.28910  0.099
H11 -3.19161 0.89636 -2.07830  0.083
C4 1.35976 1.96447 -12.65495  -0.361
C5 2.75471 1.83500 -13.39633  -0.353
H12 0.87419 2.86207 -13.03788  0.080
O5 3.75675 1.15294 -12.66135  -0.268
Zn1 4.09106 0.96435 -8.82739  0.474
O6 4.05730 4.70068 -4.74034  -0.397
H13 -2.73373 -0.73446 -2.71359  0.068
O7 3.73029 -2.76986 -7.82173  -0.085
O8 6.43663 -2.08908 -7.73676  -0.066
H14 0.44513 0.24365 -3.75800  0.129
H15 2.96326 -3.16101 -8.24632  0.088
C6 -1.41006 0.86004 -3.29565  -0.618
O9 4.73521 2.52171 -5.38756  -0.364